{"formula": "C6H18O6", "method": "ωB97M-V/def2-TZVPD", "homo_lumo_gap_ev": 10.10, "smiles": "OCCO.OCCO.OCCO", "multiplicity": 1, "fmax_ha_per_bohr": 0.0364, "total_charge": 0, "de_lowest_kj_mol": 253.3, "homo_ev": -9.64, "species": ["C", "C", "O", "O", "H", "H", "H", "H", "H", "H", "C", "C", "O", "O", "H", "H", "H", "H", "H", "H", "C", "C", "O", "O", "H", "H", "H", "H", "H", "H"], "positions_angstrom": [[-1.62805, 3.49154, 2.19830], [-2.76625, 2.86748, 1.39426], [-2.20092, 2.02164, 0.40429], [-1.14580, 4.77649, 1.73780], [-0.81834, 2.77151, 2.32155], [-2.07340, 3.62211, 3.18545], [-3.39426, 3.56183, 0.83213], [-3.36969, 2.18088, 1.99359], [-2.92224, 1.51348, 0.02481], [-0.58122, 4.59373, 0.97979], [0.17202, -3.18986, -0.54747], [1.23688, -4.20408, -0.17356], [0.97175, -5.47345, -0.84391], [0.38925, -2.68752, -1.80678], [0.23352, -2.31843, 0.11033], [-0.82891, -3.58803, -0.35479], [1.52828, -4.21853, 0.87927], [2.21323, -3.92640, -0.57855], [0.81951, -6.20049, -0.23584], [0.49526, -3.35320, -2.49164], [2.01635, 0.07068, -1.23019], [0.74081, 0.91846, -1.07966], [0.72082, 1.76896, 0.07227], [3.13061, 0.80227, -0.82044], [2.08309, -0.26093, -2.26847], [1.84399, -0.87216, -0.70513], [-0.11822, 0.26265, -0.92080], [0.58042, 1.50533, -1.98659], [-0.19235, 1.93299, 0.32388], [2.86383, 1.63102, -0.41390]]}

---

{"formula": "C28H48FNO4S2", "method": "ωB97M-V/def2-TZVPD", "homo_lumo_gap_ev": 8.57, "smiles": "Fc1c(S)ccc2c1Sc1ccccc1N2.CCOCC.CCOCC.CCOCC.CCOCC", "multiplicity": 1, "fmax_ha_per_bohr": 0.0362, "total_charge": 0, "homo_ev": -7.98, "species": ["F", "C", "C", "S", "C", "C", "C", "C", "S", "C", "C", "C", "C", "C", "C", "N", "H", "H", "H", "H", "H", "H", "H", "H", "C", "C", "O", "C", "C", "H", "H", "H", "H", "H", "H", "H", "H", "H", "H", "C", "C", "O", "C", "C", "H", "H", "H", "H", "H", "H", "H", "H", "H", "H", "C", "C", "O", "C", "C", "H", "H", "H", "H", "H", "H", "H", "H", "H", "H", "C", "C", "O", "C", "C", "H", "H", "H", "H", "H", "H", "H", "H", "H", "H"], "positions_angstrom": [[-0.90387, -4.41125, -3.13952], [-0.74372, -3.08384, -3.13228], [0.41171, -2.49680, -2.66351], [1.74026, -3.54718, -2.01748], [0.50815, -1.10103, -2.71110], [-0.51080, -0.32381, -3.19260], [-1.69947, -0.92054, -3.62983], [-1.77701, -2.29561, -3.60000], [-3.31556, -3.00798, -4.18456], [-4.46123, -1.81053, -3.50350], [-5.67847, -2.16137, -2.95318], [-6.46519, -1.14932, -2.43639], [-6.06614, 0.16999, -2.47714], [-4.84006, 0.50910, -3.02466], [-4.03537, -0.49576, -3.54267], [-2.77534, -0.14878, -4.11717], [1.39598, -3.65176, -0.70922], [1.43339, -0.64622, -2.36241], [-0.48841, 0.76591, -3.23920], [-5.98845, -3.20298, -2.90242], [-7.43579, -1.34957, -1.98478], [-6.68537, 0.97802, -2.09334], [-4.47163, 1.53569, -3.05976], [-2.59757, 0.83386, -3.93623], [3.83406, 0.04495, 0.78742], [2.54282, 0.84415, 0.73303], [1.39875, 0.05908, 0.44943], [1.08801, -0.98155, 1.34386], [0.84265, -0.53304, 2.77288], [3.99671, -0.48229, -0.15501], [4.68128, 0.70773, 0.97006], [3.81830, -0.70216, 1.58219], [2.61240, 1.57843, -0.07141], [2.39590, 1.41125, 1.65962], [1.87362, -1.74712, 1.30592], [0.18172, -1.44601, 0.94812], [1.72565, -0.06591, 3.21174], [0.56884, -1.38544, 3.39656], [0.03370, 0.19936, 2.80807], [2.42648, 3.41964, -4.24911], [0.93015, 3.63286, -4.40301], [0.33080, 4.28892, -3.29956], [0.81428, 5.58753, -3.00309], [0.64319, 6.58069, -4.13990], [2.63827, 2.84692, -3.34401], [2.82165, 2.87690, -5.10885], [2.96780, 4.36359, -4.17369], [0.44187, 2.66030, -4.48084], [0.70508, 4.16754, -5.33219], [1.86081, 5.53812, -2.68264], [0.24343, 5.93159, -2.13971], [1.20214, 6.28624, -5.02914], [0.99542, 7.56704, -3.83514], [-0.40794, 6.65757, -4.42341], [-1.45396, -4.99354, 0.34638], [-1.04092, -6.43296, 0.59506], [-0.08300, -6.58185, 1.62976], [-0.47195, -6.12827, 2.91349], [-1.70134, -6.82916, 3.46642], [-0.58035, -4.38551, 0.10493], [-2.15974, -4.93874, -0.48375], [-1.93245, -4.54809, 1.22035], [-0.57548, -6.82991, -0.30769], [-1.91661, -7.06055, 0.79391], [-0.61412, -5.04133, 2.90484], [0.37594, -6.32326, 3.57169], [-2.58293, -6.65959, 2.84685], [-1.92343, -6.46541, 4.47073], [-1.53574, -7.90685, 3.51399], [3.04013, 3.03301, 7.00977], [3.29329, 2.73919, 5.54074], [2.12934, 2.37051, 4.82212], [1.08383, 3.32596, 4.78455], [1.48353, 4.64820, 4.15222], [2.58799, 2.16815, 7.49858], [3.97735, 3.27158, 7.51446], [2.36388, 3.87788, 7.14694], [3.97767, 1.89364, 5.46072], [3.78858, 3.58650, 5.05381], [0.67602, 3.48138, 5.78948], [0.28504, 2.87561, 4.19344], [2.27777, 5.14600, 4.71027], [0.62718, 5.32289, 4.11564], [1.84661, 4.48937, 3.13509]]}

---

{"formula": "C57H47CuN4O4P2Se2Te", "method": "ωB97M-V/def2-TZVPD", "homo_lumo_gap_ev": [6.92, 6.49], "s_squared": 0.7534, "multiplicity": 2, "fmax_ha_per_bohr": 0.0979, "total_charge": -1, "de_lowest_kj_mol": 167.4, "homo_ev": [-4.92, -4.91], "species": ["Cu", "Se", "P", "C", "C", "C", "C", "C", "C", "C", "C", "C", "C", "C", "C", "C", "C", "N", "N", "N", "P", "Se", "C", "C", "C", "C", "C", "C", "C", "C", "C", "C", "C", "C", "H", "H", "H", "H", "H", "H", "H", "H", "H", "H", "H", "H", "H", "H", "H", "H", "H", "H", "H", "H", "C", "C", "C", "C", "C", "O", "C", "C", "C", "C", "C", "C", "C", "O", "C", "C", "C", "N", "C", "C", "Te", "C", "C", "C", "C", "C", "C", "C", "C", "C", "C", "C", "C", "H", "H", "H", "H", "H", "H", "H", "H", "H", "H", "H", "H", "H", "H", "H", "H", "H", "H", "H", "H", "H", "H", "H", "H", "C", "O", "C", "O", "H", "H", "H"], "positions_angstrom": [[-1.37154, -1.19263, -1.68800], [5.35800, 0.82512, -3.25798], [4.55269, 0.98755, -1.30919], [4.51665, 2.65833, -0.60707], [4.58791, 3.73776, -1.42400], [4.55971, 5.02433, -0.87587], [4.29999, 5.17036, 0.45189], [4.24452, 4.04042, 1.28335], [4.27461, 2.78489, 0.72744], [5.49092, -0.07467, -0.19494], [4.87124, -0.74856, 0.85166], [5.58888, -1.52381, 1.77098], [6.94781, -1.65242, 1.58389], [7.55017, -1.11546, 0.45758], [6.83181, -0.42085, -0.47516], [2.88452, 0.26221, -1.09546], [1.55653, 0.63681, -1.36483], [0.85230, -0.50506, -1.52778], [1.71100, -1.51270, -1.41657], [2.92496, -1.09291, -1.16465], [0.56286, 2.13805, -1.43635], [-1.45109, 1.67945, -1.74871], [0.93000, 2.93851, 0.13685], [0.63545, 2.18295, 1.22295], [0.76480, 2.73924, 2.50335], [1.05415, 4.12245, 2.65278], [1.24128, 4.89870, 1.49929], [1.20046, 4.29903, 0.24072], [1.14093, 3.20531, -2.76247], [0.64597, 4.49640, -2.91002], [1.23496, 5.38157, -3.83330], [2.24140, 4.94390, -4.63131], [2.67872, 3.59028, -4.57569], [2.05667, 2.71170, -3.69604], [4.70151, 3.60484, -2.49149], [4.55672, 5.95094, -1.44737], [4.04023, 6.13519, 0.85261], [4.10567, 4.16722, 2.36426], [4.20725, 1.89689, 1.42698], [3.82559, -0.51016, 0.90424], [5.06923, -2.01778, 2.63752], [7.63066, -2.27525, 2.22436], [8.61001, -1.45894, 0.28958], [7.35533, -0.06533, -1.34270], [0.33082, 1.11916, 1.06748], [0.57500, 2.12394, 3.31836], [0.94261, 4.68831, 3.64113], [1.26628, 5.93892, 1.66239], [1.35695, 4.88468, -0.65183], [-0.10696, 4.77351, -2.16112], [0.90865, 6.39665, -3.89167], [2.69161, 5.65357, -5.25208], [3.54856, 3.26965, -5.11470], [2.30768, 1.65193, -3.74037], [-7.33844, 0.91371, 2.02074], [-6.31093, 0.32147, 1.12621], [-6.63230, -0.09864, -0.16076], [-5.70673, -0.58407, -1.09382], [-6.18401, -0.86249, -2.51610], [-7.03438, -0.14955, -3.00675], [-5.59199, -2.06171, -3.23955], [-5.82910, -2.24970, -4.61694], [-5.39295, -3.44002, -5.20421], [-4.80956, -4.43299, -4.50366], [-4.56878, -4.25992, -3.15602], [-5.02271, -3.08057, -2.52369], [-4.29990, -0.50444, -0.78156], [-3.43591, -0.73004, -1.70720], [-3.97902, -0.19795, 0.62495], [-5.00221, 0.19955, 1.54951], [-2.63149, -0.44406, 1.23073], [-1.76381, -1.11391, 0.56734], [-0.53295, -1.60692, 1.10702], [-0.36034, -3.11734, 0.81376], [-1.46708, -4.30125, 2.26893], [0.30724, -4.46225, 3.51247], [1.31326, -5.31967, 3.03767], [2.55692, -5.23490, 3.70691], [2.75149, -4.38359, 4.79014], [1.71292, -3.58775, 5.17576], [0.50122, -3.56820, 4.50199], [-2.42345, 0.04773, 2.62575], [-2.15516, 1.33002, 2.89101], [-2.04251, 1.92262, 4.16072], [-2.20890, 1.12248, 5.23807], [-2.57688, -0.27472, 5.01220], [-2.69865, -0.77214, 3.73257], [-8.14447, 1.37226, 1.43617], [-6.89569, 1.78267, 2.52057], [-7.82113, 0.16309, 2.73831], [-7.63405, -0.15088, -0.50268], [-6.32363, -1.55125, -5.23226], [-5.64183, -3.55302, -6.20900], [-4.40682, -5.31324, -4.99502], [-4.12639, -5.02223, -2.58157], [-4.80506, -2.93377, -1.47099], [-4.66151, 0.37676, 2.51410], [-0.33650, -1.44734, 2.21868], [0.26949, -0.97184, 0.65376], [0.66992, -3.46337, 0.91725], [-0.64920, -3.51830, -0.15534], [1.34081, -5.89541, 2.18602], [3.39081, -5.83662, 3.38394], [3.59928, -4.42175, 5.43529], [1.83422, -2.99856, 6.04835], [-0.25208, -2.90312, 4.85129], [-1.84353, 2.06784, 2.07186], [-1.77697, 2.94594, 4.30656], [-2.10776, 1.41675, 6.30347], [-2.68516, -0.98014, 5.77681], [-3.02582, -1.75586, 3.45985], [-0.33827, -3.48698, -5.04819], [-0.55591, -2.40621, -4.07119], [-1.12959, -2.80465, -2.89578], [-1.27497, -3.97709, -2.68467], [-1.24500, -4.02430, -5.12009], [0.37426, -4.25886, -4.75530], [-0.03299, -3.01348, -5.96729]]}

---

{"formula": "C6H12", "method": "ωB97M-V/def2-TZVPD", "homo_lumo_gap_ev": 10.18, "smiles": "CC1(C)CCC1", "multiplicity": 1, "fmax_ha_per_bohr": 0.0530, "total_charge": 0, "de_lowest_kj_mol": 282.8, "homo_ev": -9.09, "species": ["C", "C", "C", "C", "C", "C", "H", "H", "H", "H", "H", "H", "H", "H", "H", "H", "H", "H"], "positions_angstrom": [[1.73092, -0.08722, 0.97548], [0.32274, 0.09664, 0.29131], [0.69554, 0.42602, -1.20993], [-0.58891, -1.14041, 0.42861], [-1.80925, -0.28698, 0.04763], [-1.01230, 1.02853, 0.02718], [2.36107, 0.80282, 0.93142], [1.78617, -0.48042, 2.00146], [2.25924, -0.85191, 0.36104], [0.95752, 1.49821, -1.31519], [-0.06782, 0.23432, -1.97957], [1.54876, -0.18844, -1.38454], [-0.30567, -1.94124, -0.26631], [-0.69854, -1.61064, 1.42116], [-2.59306, -0.23974, 0.79507], [-2.23581, -0.58776, -0.91517], [-1.18697, 1.80069, 0.75273], [-1.16361, 1.52753, -0.96238]]}

---

The records above yield E_tot values of -18796.50915 -63881.02455 -275224.68383 -6414.01008 eV, respectively.